Density functional theory data (ωB97M-V/def2-TZVPD) for an isolated ion of composition C5H12N and charge +1 at a distorted geometry.

Computed properties:
Strongest force on any atom in eV Å⁻¹: 3.63
SMILES string: C/C=C/CC[NH3+]
HOMO in eV: -11.82
Energy above the lowest of the compared OMol25 structures with the same formula, charge and spin in kcal per mole: 95.70
Charge: +1
E_LUMO in Ha: -0.15437

Geometry (Å):
C (0.11744, -1.88952, 0.68842)
C (0.94218, -0.89794, -0.23374)
C (0.60376, 0.51078, 0.24367)
C (0.76860, 1.60034, -0.56558)
C (-0.38173, 2.50526, -1.11318)
N (-1.22104, -1.30713, 0.97360)
H (0.66411, -1.94972, 1.61827)
H (0.08713, -2.91546, 0.29561)
H (0.66510, -1.18715, -1.26027)
H (2.00386, -1.18162, -0.29798)
H (0.84501, 0.55034, 1.34009)
H (1.67343, 1.65486, -1.19761)
H (-1.23222, 2.03654, -0.60056)
H (-0.42268, 2.51678, -2.19794)
H (-0.38921, 3.54653, -0.73314)
H (-1.78713, -1.46636, 0.13182)
H (-1.22867, -0.30681, 1.19281)
H (-1.70792, -1.81971, 1.71571)

=====

Density functional theory data (ωB97M-V/def2-TZVPD) for one molecule with the formula C17H30FN3O6S.

Computed properties:
Strongest force on any atom in eV Å⁻¹: 0.53
SMILES string: C[C@@H](CC(=O)N1CC(F)(C(=O)N(CCS(=O)(=O)O)CC(N)=O)C1)CC(C)(C)C
HOMO in eV: -9.79
Energy above the lowest of the compared OMol25 structures with the same formula, charge and spin in kcal per mole: 13.81
E_LUMO in Ha: 0.01330

Geometry (Å):
C (5.26521, 0.38626, 4.11512)
C (4.67639, 0.06889, 2.74406)
C (3.49969, -0.90234, 2.90864)
C (3.00882, -1.39955, 1.56806)
O (3.74335, -1.93751, 0.75765)
N (1.68455, -1.23471, 1.29954)
C (0.74031, -0.20488, 1.75556)
C (0.01688, -0.33297, 0.39900)
F (-1.19825, -0.96494, 0.54910)
C (-0.18460, 1.02378, -0.28926)
O (-0.58202, 1.95252, 0.38113)
N (0.27610, 1.19504, -1.57534)
C (0.21164, 2.58226, -2.05148)
C (1.24866, 3.44084, -1.33951)
S (1.39345, 5.04825, -2.05962)
O (2.30624, 5.82153, -1.27582)
O (1.55084, 4.90503, -3.46887)
O (-0.06726, 5.65076, -1.83788)
C (0.12344, 0.15899, -2.59045)
C (-1.11552, -0.71231, -2.38836)
N (-0.97247, -2.00859, -2.75523)
O (-2.15266, -0.23472, -1.98919)
C (1.12665, -1.31189, -0.04615)
C (4.20279, 1.29676, 1.95617)
C (5.23541, 2.35083, 1.50085)
C (5.56502, 3.35234, 2.61197)
C (4.60453, 3.13428, 0.34519)
C (6.51591, 1.68266, 0.99936)
H (4.58805, 1.01620, 4.69846)
H (5.43625, -0.53311, 4.67836)
H (6.22065, 0.90231, 4.03932)
H (5.42631, -0.45707, 2.14846)
H (3.82672, -1.78093, 3.46945)
H (2.69371, -0.43255, 3.47874)
H (0.11145, -0.49886, 2.59500)
H (1.18465, 0.77337, 1.93571)
H (0.43117, 2.58427, -3.11656)
H (-0.78894, 2.98961, -1.89747)
H (1.01327, 3.58012, -0.28655)
H (2.24685, 3.00966, -1.42966)
H (-0.05705, 6.20750, -1.04561)
H (-0.01658, 0.64898, -3.55316)
H (1.02599, -0.45162, -2.67582)
H (-0.08721, -2.39517, -3.02657)
H (-1.77101, -2.61559, -2.67837)
H (1.82598, -0.93523, -0.79422)
H (0.75603, -2.29532, -0.33386)
H (3.71916, 0.92270, 1.04463)
H (3.42046, 1.80830, 2.53387)
H (6.05115, 2.88578, 3.46652)
H (6.23574, 4.12575, 2.23113)
H (4.65733, 3.84595, 2.96766)
H (4.41719, 2.47626, -0.50807)
H (3.65671, 3.58603, 0.64975)
H (5.25998, 3.94048, 0.01072)
H (6.29463, 0.93703, 0.23173)
H (7.18414, 2.42839, 0.56354)
H (7.05669, 1.18438, 1.80594)

=====

Density functional theory data (ωB97M-V/def2-TZVPD) for C13H30Cl2N3OPPr as an isolated structure at a distorted geometry.

Computed properties:
⟨S²⟩: 2.0108
Strongest force on any atom in eV Å⁻¹: 2.28
HOMO (alpha / beta) in eV: -1.51 / -1.54
Energy above the lowest of the compared OMol25 structures with the same formula, charge and spin in kcal per mole: 0.00
2S+1: 3
Charge: -1
E_LUMO (alpha / beta) in Ha: 0.09297 / 0.09297

Geometry (Å):
Pr (-0.65801, 1.41510, -2.05425)
Cl (-2.20558, 2.97705, -0.64061)
Cl (0.54970, -0.63762, -3.20046)
C (-2.45861, 1.05936, -3.21634)
H (-2.60034, 0.35925, -4.04395)
H (-3.31987, 1.69307, -2.98251)
C (3.00465, 2.21946, -0.65736)
C (2.00816, 2.52103, -1.44723)
H (3.53136, 1.25805, -0.70792)
C (1.22629, 3.81765, -1.30204)
H (1.84650, 1.93071, -2.36803)
C (2.10502, 4.91891, -0.68678)
H (0.81954, 4.21007, -2.24548)
H (0.33177, 3.63495, -0.68825)
C (2.89449, 4.52472, 0.56061)
H (2.85167, 5.18216, -1.45236)
H (1.51517, 5.81731, -0.49777)
C (3.49562, 3.08137, 0.48876)
H (3.72040, 5.25303, 0.64525)
H (2.32290, 4.65801, 1.49616)
H (4.58809, 3.20070, 0.48376)
H (3.25542, 2.62028, 1.46776)
C (-1.69748, -2.75161, -1.90221)
N (-0.95001, -2.79858, -0.65246)
C (-0.29626, -4.07418, -0.36584)
P (-1.02810, -1.56592, 0.43566)
O (-1.12309, -0.22165, -0.25528)
N (-2.23716, -1.94676, 1.51622)
C (-2.81791, -0.89778, 2.36567)
C (-3.10337, -3.11856, 1.35514)
N (0.34360, -1.76545, 1.35547)
C (1.65558, -1.49563, 0.76860)
C (0.33204, -1.78065, 2.80965)
H (-1.00961, -2.94386, -2.73306)
H (-2.12796, -1.75350, -2.04932)
H (-2.50125, -3.50108, -1.89743)
H (0.21088, -4.04329, 0.60848)
H (-1.03178, -4.89694, -0.35666)
H (0.45696, -4.27969, -1.14334)
H (-3.25056, -0.08373, 1.76259)
H (-3.60670, -1.36382, 2.97253)
H (-2.06236, -0.47383, 3.04236)
H (-3.89128, -2.93935, 0.60319)
H (-2.52452, -4.00142, 1.05332)
H (-3.57657, -3.32128, 2.32757)
H (1.99582, -0.47142, 0.99607)
H (2.36028, -2.21141, 1.21673)
H (1.64617, -1.62550, -0.32320)
H (0.34349, -0.76458, 3.23263)
H (-0.56119, -2.30532, 3.16433)
H (1.22800, -2.31783, 3.14165)

=====

Density functional theory data (ωB97M-V/def2-TZVPD) for a 2-piece molecular cluster, C4H12 overall at a distorted geometry.

Computed properties:
Strongest force on any atom in eV Å⁻¹: 4.78
SMILES string: CC.CC
HOMO in eV: -11.12
Energy above the lowest of the compared OMol25 structures with the same formula, charge and spin in kcal per mole: 24.87
E_LUMO in Ha: 0.04218

Geometry (Å):
C (1.91623, -0.57100, -0.15887)
C (1.73459, -1.44616, 1.00928)
H (1.66256, 0.44277, 0.19832)
H (2.94987, -0.54417, -0.58203)
H (1.30940, -0.85847, -1.03780)
H (1.94332, -2.60704, 0.83622)
H (0.71323, -1.34980, 1.47074)
H (2.51244, -1.24908, 1.89184)
C (-1.66311, 0.97903, 0.32567)
C (-1.96861, 1.07739, -1.18804)
H (-2.19724, 0.12198, 0.83740)
H (-0.60840, 0.92187, 0.71024)
H (-2.19364, 1.93094, 0.65229)
H (-1.93984, 1.98874, -1.78977)
H (-2.97905, 0.59457, -1.44451)
H (-1.19174, 0.56844, -1.73097)

=====

Density functional theory data (ωB97M-V/def2-TZVPD) for an isolated ion of composition C3H11N5 and charge +2 at a distorted geometry.

Computed properties:
⟨S²⟩: 2.0165
Strongest force on any atom in eV Å⁻¹: 4.25
HOMO (alpha / beta) in eV: -16.71 / -20.25
Energy above the lowest of the compared OMol25 structures with the same formula, charge and spin in kcal per mole: 20.57
2S+1: 3
Charge: +2
E_LUMO (alpha / beta) in Ha: -0.31010 / -0.47300

Geometry (Å):
C (-0.07939, 0.46575, 0.18806)
C (-0.18405, 1.18219, 1.43198)
C (-0.60064, 2.30332, -1.42846)
N (0.10930, -0.90056, 0.27395)
N (-0.17501, 0.99939, -0.96582)
N (0.00173, -2.97756, -0.67286)
N (0.82962, -1.33734, 1.33006)
N (-0.33305, -1.74680, -0.68997)
H (0.61962, 1.90251, 1.63311)
H (-0.03856, 0.53381, 2.26009)
H (-1.17377, 1.56044, 1.58457)
H (0.15371, 2.60802, -2.24533)
H (-1.67152, 2.25786, -1.96774)
H (-0.56965, 3.08888, -0.66558)
H (0.80402, -3.37774, -0.14014)
H (-0.49489, -3.66332, -1.22746)
H (1.72770, -0.91327, 1.50481)
H (0.83641, -2.32794, 1.41193)
H (0.23841, 0.34235, -1.61522)

=====

Density functional theory data (ωB97M-V/def2-TZVPD) for a 2-piece molecular cluster, C3H12N2O2 overall at a distorted geometry.

Computed properties:
Strongest force on any atom in eV Å⁻¹: 1.64
SMILES string: NCNCCO.O
HOMO in eV: -9.31
Energy above the lowest of the compared OMol25 structures with the same formula, charge and spin in kcal per mole: 33.64
E_LUMO in Ha: 0.03140

Geometry (Å):
C (0.21330, 0.51062, -1.24199)
C (0.46138, 1.84191, -0.51172)
O (0.28824, 1.85450, 0.88783)
N (-1.07734, -0.09396, -0.84750)
C (-0.93558, -1.58091, -0.89928)
N (-0.01481, -2.21375, -0.01192)
H (1.04362, -0.11415, -0.90983)
H (0.27618, 0.72137, -2.30705)
H (1.48746, 2.18354, -0.65471)
H (-0.22803, 2.53528, -1.01887)
H (-0.66005, 1.85125, 1.10150)
H (-1.71724, 0.16784, -1.58385)
H (-0.64134, -1.85734, -1.92114)
H (-1.92508, -1.98396, -0.65043)
H (0.92465, -2.22615, -0.39876)
H (0.09601, -1.92470, 0.96203)
H (1.58642, 0.04894, 2.56145)
H (0.53788, -0.02122, 1.43415)
O (0.84438, -0.47961, 2.22242)

=====

Density functional theory data (ωB97M-V/def2-TZVPD) for one molecule with the formula C3H4N2OS at a distorted geometry.

Computed properties:
Strongest force on any atom in eV Å⁻¹: 2.44
SMILES string: C=NN(C=O)C=S
HOMO in eV: -8.78
Energy above the lowest of the compared OMol25 structures with the same formula, charge and spin in kcal per mole: 58.86
E_LUMO in Ha: -0.01675

Geometry (Å):
C (0.08227, -1.87398, -0.04490)
C (0.73709, 0.71868, -1.00029)
C (-0.73383, 1.30416, 0.90394)
H (1.16877, -1.68676, -0.06876)
H (-0.28927, -2.88125, 0.09241)
H (1.06535, -0.13136, -1.58848)
H (-0.25084, 2.24244, 0.80224)
N (-0.78377, -0.91794, -0.08831)
N (-0.20551, 0.37750, 0.00849)
O (1.08229, 1.84925, -1.10595)
S (-1.87253, 0.99926, 2.08961)